ORCA calculation (ωB97M-V/def2-TZVPD) on a 3-piece molecular cluster, C4H13N2O4 overall at a distorted geometry.

Atoms and positions in Å:
O1 0.292 -1.611 -1.955
C1 -0.485 -1.164 -1.123
C2 0.143 -0.471 0.100
C3 -0.794 0.595 0.690
C4 -1.930 -0.379 1.430
N1 -3.142 0.173 1.414
O2 -1.497 -1.420 1.838
N2 1.356 0.306 -0.480
H1 -1.569 -1.172 -1.259
H2 0.548 -1.322 0.765
H3 -0.349 1.337 1.469
H4 -1.225 1.003 -0.114
H5 -3.957 -0.207 2.037
H6 -3.304 1.095 1.107
H7 1.081 1.283 -0.654
H8 1.800 -0.141 -1.336
H9 2.283 0.411 0.090
H10 1.479 2.395 -2.365
H11 0.246 3.095 -1.838
O3 0.647 2.219 -1.965
H12 3.562 0.486 1.403
H13 4.636 0.111 0.394
O4 3.767 0.410 0.479

## Properties
LUMO = -0.1145 hartree
Kohn-Sham gap = 0.379 hartree
molecular weight = 153.16 g mol⁻¹
charge = +1
spin multiplicity = 1
DFT total energy = -570.41603 a.u.

ORCA calculation (ωB97M-V/def2-TZVPD) on C4H13N2OS as an isolated structure at a distorted geometry.

Atoms and positions in Å:
N1 0.295 0.309 -1.189
C1 0.206 -0.010 0.262
C2 1.589 -0.332 0.832
S1 2.557 1.201 0.929
C3 -0.739 -1.251 0.606
N2 -2.634 0.301 -0.984
C4 -3.148 0.785 0.224
H1 0.579 1.353 -1.278
H2 -0.699 0.312 -1.410
H3 -0.051 0.900 0.817
H4 1.415 -0.705 1.839
H5 2.110 -1.027 0.138
H6 -0.502 -1.925 -0.191
H7 -1.789 -0.915 0.397
H8 -0.610 -1.213 1.692
H9 -3.425 -0.143 0.910
H10 -3.803 1.590 0.378
H11 -1.835 0.940 -0.309
H12 2.885 -0.293 -1.637
H13 3.769 0.317 -0.576
O1 3.827 -0.195 -1.448

## Properties
LUMO = 0.0691 hartree
Kohn-Sham gap = 0.175 hartree
molecular weight = 137.23 g mol⁻¹
charge = -1
spin multiplicity = 1
DFT total energy = -742.95721 a.u.

ORCA calculation (ωB97M-V/def2-TZVPD) on an isolated ion of composition C4H13N2S and charge +1 at a distorted geometry.

Atoms and positions in Å:
N1 -0.865 0.942 2.070
C1 0.482 0.420 1.909
C2 0.405 -0.854 1.067
N2 -0.645 -1.711 1.732
C3 -0.039 -0.643 -0.371
C4 0.760 0.422 -1.158
S1 0.020 0.711 -2.777
H1 -1.244 1.318 1.207
H2 -0.886 1.660 2.788
H3 1.173 1.128 1.466
H4 0.840 0.146 2.902
H5 1.343 -1.419 1.058
H6 -0.317 -2.447 2.358
H7 -1.248 -1.092 2.298
H8 -1.278 -2.154 1.065
H9 0.042 -1.535 -0.990
H10 -1.090 -0.357 -0.441
H11 0.776 1.384 -0.668
H12 1.801 0.110 -1.246
H13 0.789 -0.120 -3.473

## Properties
LUMO = -0.1215 hartree
Kohn-Sham gap = 0.334 hartree
molecular weight = 121.23 g mol⁻¹
charge = +1
spin multiplicity = 1
DFT total energy = -667.66150 a.u.

ORCA calculation (ωB97M-V/def2-TZVPD) on one molecule with the formula C4H13N3 at a distorted geometry.

Atoms and positions in Å:
N1 -2.859 0.200 0.158
C1 -1.760 1.024 0.607
C2 -0.525 0.954 -0.230
C3 0.347 -0.304 0.002
N2 1.003 -0.245 1.360
C4 1.405 -0.369 -1.121
N3 2.455 -1.369 -0.873
H1 -2.871 0.302 -0.849
H2 -3.726 0.394 0.621
H3 -1.398 0.820 1.625
H4 -2.018 2.087 0.743
H5 -0.853 0.783 -1.270
H6 0.225 1.743 -0.215
H7 -0.300 -1.195 0.039
H8 0.571 0.458 1.942
H9 0.707 -1.130 1.747
H10 0.836 -0.484 -2.045
H11 1.798 0.661 -1.163
H12 2.551 -1.477 0.124
H13 3.258 -0.934 -1.311

## Properties
LUMO = 0.0374 hartree
Kohn-Sham gap = 0.369 hartree
molecular weight = 103.17 g mol⁻¹
charge = 0
spin multiplicity = 1
DFT total energy = -324.43680 a.u.

ORCA calculation (ωB97M-V/def2-TZVPD) on an isolated ion of composition C4H13N3 and charge +2 at a distorted geometry.

Atoms and positions in Å:
C1 1.891 0.646 -0.604
N1 1.883 -0.254 0.310
C2 0.875 -1.260 0.143
N2 -0.465 -0.527 0.210
C3 -1.389 -1.551 -0.186
N3 -0.318 0.790 -0.374
C4 -1.016 1.877 0.469
H1 2.306 1.579 -0.375
H2 1.293 0.506 -1.549
H3 2.453 -0.041 1.068
H4 1.005 -1.732 -0.887
H5 0.862 -2.071 0.781
H6 -0.575 -0.166 1.256
H7 -1.605 -2.231 0.650
H8 -2.251 -1.047 -0.571
H9 -0.915 -2.092 -1.020
H10 -0.592 0.943 -1.282
H11 -0.512 2.788 0.339
H12 -1.994 2.091 0.098
H13 -0.933 1.752 1.524

## Properties
LUMO = -0.3270 hartree
Kohn-Sham gap = 0.400 hartree
molecular weight = 103.17 g mol⁻¹
charge = +2
spin multiplicity = 1
DFT total energy = -323.68127 a.u.

ORCA calculation (ωB97M-V/def2-TZVPD) on C4H13N3 as an isolated structure at a distorted geometry.

Atoms and positions in Å:
C1 0.766 0.613 -0.640
C2 0.188 1.043 0.635
C3 -0.759 -0.124 0.507
C4 -1.633 -0.239 -0.538
N1 -2.342 -1.434 -0.646
N2 -0.287 -1.409 1.074
N3 3.201 1.507 -0.311
H1 1.672 0.011 -0.621
H2 0.639 1.135 -1.582
H3 0.979 1.024 1.378
H4 -0.153 2.071 0.556
H5 -1.630 0.496 -1.342
H6 -2.332 -1.818 -1.589
H7 -3.329 -1.377 -0.394
H8 -0.729 -2.163 0.522
H9 -0.614 -1.493 2.046
H10 0.731 -1.494 1.118
H11 2.988 2.477 -0.535
H12 3.697 1.563 0.578
H13 3.898 1.268 -1.012

## Properties
LUMO = -0.3595 hartree
Kohn-Sham gap = 0.314 hartree
molecular weight = 103.17 g mol⁻¹
charge = +2
spin multiplicity = 1
DFT total energy = -323.72055 a.u.

ORCA calculation (ωB97M-V/def2-TZVPD) on a 2-piece molecular cluster, C4H13N3O overall.

Atoms and positions in Å:
C1 -1.650 -0.119 -1.470
C2 -1.352 -0.234 0.018
N1 0.074 -0.196 0.324
N2 0.343 -0.115 1.730
C3 0.837 -1.312 -0.205
O1 0.433 -2.563 0.280
H1 -1.179 0.760 -1.893
H2 -1.301 -0.997 -2.015
H3 -2.725 -0.039 -1.611
H4 -1.805 -1.159 0.405
H5 -1.808 0.616 0.539
H6 0.801 0.795 1.891
H7 -0.528 -0.116 2.256
H8 1.885 -1.122 0.045
H9 0.717 -1.348 -1.290
H10 0.520 -2.529 1.245
C4 1.043 1.905 -0.310
N3 1.579 2.212 0.798
H11 0.044 2.275 -0.493
H12 1.531 1.401 -1.146
H13 2.540 1.887 0.902

## Properties
LUMO = 0.0340 hartree
Kohn-Sham gap = 0.355 hartree
molecular weight = 119.17 g mol⁻¹
charge = 0
spin multiplicity = 1
DFT total energy = -399.63402 a.u.

ORCA calculation (ωB97M-V/def2-TZVPD) on a 2-piece molecular cluster, C4H13N3O overall.

Atoms and positions in Å:
C1 0.204 1.696 -1.558
N1 -0.252 2.353 -0.320
C2 -1.159 1.779 0.412
N2 -1.474 2.156 1.644
H1 1.283 1.674 -1.540
H2 -0.151 2.219 -2.445
H3 -0.190 0.644 -1.416
H4 0.302 3.101 0.067
H5 -1.677 0.928 -0.015
H6 -0.898 2.795 2.163
H7 -2.074 1.551 2.177
C3 1.373 -2.430 0.965
N3 1.073 -2.316 -0.457
C4 -0.315 -1.889 -0.680
O1 -0.604 -0.626 -0.228
H8 1.104 -1.530 1.530
H9 2.429 -2.653 1.105
H10 0.810 -3.259 1.377
H11 1.648 -1.573 -0.831
H12 -0.946 -2.647 -0.183
H13 -0.484 -1.973 -1.766

## Properties
LUMO = 0.0083 hartree
Kohn-Sham gap = 0.259 hartree
molecular weight = 119.17 g mol⁻¹
charge = 0
spin multiplicity = 1
DFT total energy = -399.62101 a.u.

ORCA calculation (ωB97M-V/def2-TZVPD) on C4H13N3O as an isolated structure at a distorted geometry.

Atoms and positions in Å:
C1 -2.337 -0.211 -0.395
N1 -3.385 0.245 0.251
N2 -1.764 -1.403 -0.237
O1 -1.622 1.752 1.202
H1 -1.490 2.678 1.445
H2 -1.883 0.448 -1.119
H3 -2.789 1.214 0.932
H4 -3.845 -0.442 0.841
H5 -2.045 -1.982 0.541
H6 -0.785 -1.507 -0.534
C2 1.282 0.266 0.879
C3 3.016 0.111 -0.977
C4 1.693 -0.346 -0.418
N3 0.986 -1.258 -0.952
H7 1.377 -1.633 -1.815
H8 1.782 1.219 1.062
H9 1.544 -0.381 1.715
H10 0.217 0.537 0.890
H11 3.027 1.201 -1.011
H12 3.824 -0.223 -0.323
H13 3.198 -0.286 -1.976

## Properties
LUMO = 0.0325 hartree
Kohn-Sham gap = 0.361 hartree
molecular weight = 119.17 g mol⁻¹
charge = 0
spin multiplicity = 1
DFT total energy = -399.66688 a.u.

ORCA calculation (ωB97M-V/def2-TZVPD) on a 2-piece molecular cluster, C4H13N3O overall.

Atoms and positions in Å:
C1 -0.634 -0.083 0.785
C2 -1.023 1.373 0.798
C3 0.067 -0.580 2.022
C4 -1.471 -0.990 0.061
N1 1.005 0.115 -0.363
H1 1.496 0.977 -0.130
H2 1.624 -0.700 -0.274
H3 -1.899 1.487 1.444
H4 -1.292 1.707 -0.204
H5 -0.233 2.015 1.193
H6 0.441 -1.596 1.885
H7 -0.661 -0.604 2.840
H8 0.890 0.069 2.329
H9 -0.803 -1.187 -1.032
H10 -2.407 -0.564 -0.294
H11 -1.583 -1.975 0.509
N2 1.593 0.407 -2.669
N3 0.524 0.172 -1.786
O1 0.110 -1.129 -1.998
H12 1.916 1.363 -2.574
H13 2.342 -0.277 -2.543

## Properties
LUMO = 0.0236 hartree
Kohn-Sham gap = 0.307 hartree
molecular weight = 119.17 g mol⁻¹
charge = 0
spin multiplicity = 1
DFT total energy = -399.51384 a.u.

ORCA calculation (ωB97M-V/def2-TZVPD) on a 3-piece molecular cluster, C4H13N3O overall at a distorted geometry.

Atoms and positions in Å:
C1 0.002 1.662 1.048
C2 1.564 0.969 -0.233
N1 -0.899 2.319 0.307
H1 -0.665 3.268 0.046
H2 -1.263 1.727 -0.483
H3 0.582 2.254 1.746
H4 -0.287 0.649 1.325
H5 2.187 1.255 0.616
H6 2.126 0.149 -0.674
H7 1.587 1.756 -0.988
C3 0.444 -2.219 0.425
N2 -0.491 -1.174 0.060
N3 -1.837 -1.659 0.076
C4 -0.157 -0.345 -1.055
O1 -1.030 0.431 -1.510
H8 -2.427 -0.866 0.308
H9 -2.095 -1.927 -0.878
H10 0.602 -0.777 -1.727
H11 0.474 -3.032 -0.319
H12 0.136 -2.637 1.381
H13 1.447 -1.803 0.530

## Properties
LUMO = 0.0326 hartree
Kohn-Sham gap = 0.328 hartree
molecular weight = 119.17 g mol⁻¹
charge = 0
spin multiplicity = 1
DFT total energy = -399.55320 a.u.

ORCA calculation (ωB97M-V/def2-TZVPD) on C4H13N3O as an isolated structure at a distorted geometry.

Atoms and positions in Å:
C1 -0.830 0.260 2.044
O1 0.081 -0.691 1.619
C2 -0.536 1.700 1.532
N1 -0.689 1.820 0.034
H1 -1.890 0.097 1.554
H2 -0.880 0.181 3.160
H3 -1.318 2.301 1.992
H4 0.439 1.992 1.897
H5 -1.313 1.128 -0.300
H6 -1.164 2.707 -0.150
C3 1.051 -0.629 -1.404
C4 0.632 -1.892 -1.292
N2 0.401 -2.674 -2.499
N3 1.222 0.310 -0.284
H7 1.188 -0.188 -2.382
H8 0.439 -2.472 -0.389
H9 -0.387 -3.323 -2.326
H10 0.124 -2.070 -3.295
H11 0.475 1.148 -0.278
H12 2.137 0.575 -0.007
H13 0.819 -0.281 0.775

## Properties
LUMO (spin up / spin down) = -0.0992 / -0.2929 hartree
Kohn-Sham gap (spin up / spin down) = 0.366 / 0.155 hartree
molecular weight = 119.17 g mol⁻¹
charge = +1
spin multiplicity = 2
DFT total energy = -399.31717 a.u.
⟨S²⟩ = 0.76